Formula: C43H100BrFN7O11PS2
Source: OMol25
Level of theory: ωB97M-V with the def2-TZVPD basis set

Structure (SMILES) = CCN[C@](S)(CCCCO)O[C@@](CC(=O)N(C)C)(P(C)C)[C@](S)([C@@H](C)F)N(Br)CC.COCCNCCOC.COCCNCCOC.COCCNCCOC.COCCNCCOC
LUMO level = 0.0147 hartree

Geometry as XYZ:
```
166
Properties=species:S:1:pos:R:3:forces:R:3
C 1.59155 -5.17331 1.61986 -0.38 -0.11 -0.25
C 0.20708 -5.74098 1.29045 0.90 -0.05 0.06
N -0.69110 -4.67033 0.95669 -0.57 0.18 0.39
C -1.86074 -4.89400 0.16215 0.24 -1.10 -0.19
S -2.70973 -6.40097 0.82610 -0.18 -0.06 -0.20
C -1.54358 -5.28656 -1.30768 -0.12 0.17 -0.15
C -0.47681 -4.42546 -1.98723 0.23 -0.15 -0.33
C 0.78781 -5.20162 -2.38320 -0.27 0.55 -0.31
C 1.87256 -4.27307 -2.93248 0.07 0.06 0.27
O 2.97809 -4.21497 -2.01965 -0.25 -0.31 -0.04
O -2.64610 -3.74001 0.03147 0.43 0.72 0.11
C -3.56876 -3.07131 0.88880 -0.86 0.38 -0.29
C -4.89539 -2.96687 0.04656 0.30 -0.67 0.41
C -5.38043 -4.12400 -0.81530 0.00 -0.20 -0.39
O -4.73110 -5.02203 -1.27294 -0.17 0.16 0.39
N -6.78141 -3.99817 -1.21089 0.29 0.08 0.11
C -7.72165 -4.29777 -0.14726 -0.29 -0.09 -0.16
C -7.06681 -2.70719 -1.81326 0.07 0.15 -0.12
P -3.90409 -3.90290 2.55968 1.04 -0.81 0.46
C -4.64182 -2.67877 3.69630 -0.46 0.13 -0.09
C -5.35525 -4.99698 2.32819 -0.52 0.52 0.00
C -3.04919 -1.56733 1.10309 -0.04 -0.07 -0.37
S -4.49457 -0.40342 1.40517 -0.03 -0.13 0.03
C -2.31060 -1.02700 -0.16212 0.19 0.30 0.11
C -0.81799 -1.27056 -0.21935 0.12 0.03 -0.14
F -2.91894 -1.45603 -1.34200 -0.04 -0.02 -0.04
N -2.28295 -1.28020 2.32060 -0.41 0.46 -0.02
Br -1.00786 -2.42241 3.03173 0.08 -0.01 0.07
C -1.87310 0.12036 2.54372 0.79 0.18 0.48
C -2.49869 0.76454 3.77124 0.15 0.07 -0.09
H 1.93253 -4.53063 0.80643 0.09 0.07 0.00
H 1.56839 -4.60810 2.55143 0.09 0.04 0.01
H 2.30093 -5.99321 1.70269 0.10 0.01 0.17
H 0.33211 -6.48072 0.49439 -0.17 -0.03 -0.16
H -0.13796 -6.28065 2.16710 -0.24 -0.20 0.09
H -0.21666 -3.81446 0.73418 0.08 -0.08 -0.21
H -2.55470 -6.12773 2.12636 0.08 0.08 0.05
H -1.24289 -6.33429 -1.33791 0.14 -0.02 0.13
H -2.46400 -5.22891 -1.88183 -0.17 -0.04 0.18
H -0.89171 -4.00981 -2.90875 -0.05 0.13 0.05
H -0.16754 -3.57052 -1.39181 -0.12 0.03 0.21
H 1.18898 -5.72854 -1.52085 0.09 -0.22 -0.04
H 0.50733 -5.89914 -3.17219 0.05 -0.36 0.19
H 1.46737 -3.26558 -3.05842 -0.09 0.02 -0.08
H 2.22034 -4.60481 -3.91218 0.12 -0.07 0.00
H 3.25423 -3.30619 -1.94406 0.21 0.32 0.02
H -4.79932 -2.16726 -0.67948 -0.07 0.14 0.03
H -5.71753 -2.73895 0.72254 -0.01 0.27 -0.07
H -8.72181 -4.34772 -0.58094 -0.01 -0.01 -0.04
H -7.51555 -5.27141 0.29094 0.10 0.01 0.07
H -7.75953 -3.52762 0.63618 0.10 -0.01 0.13
H -6.30191 -2.47112 -2.55238 0.00 -0.01 -0.07
H -8.02560 -2.74978 -2.32767 -0.06 -0.06 0.00
H -7.10789 -1.87733 -1.09306 -0.06 0.02 0.09
H -3.87054 -2.05660 4.13595 0.02 0.10 0.01
H -5.43450 -2.05943 3.27551 0.04 0.01 0.01
H -5.09381 -3.28036 4.48737 0.07 -0.09 0.05
H -5.33305 -5.67944 3.17714 0.03 -0.15 -0.04
H -5.31861 -5.56771 1.40771 0.10 -0.11 -0.01
H -6.29726 -4.44512 2.38841 -0.02 -0.02 -0.10
H -4.84918 -0.21717 0.13135 0.06 0.01 -0.17
H -2.45306 0.05477 -0.16142 -0.07 0.01 -0.05
H -0.50360 -2.20368 0.22585 -0.08 0.09 0.01
H -0.51102 -1.27107 -1.26496 -0.05 0.04 -0.04
H -0.28992 -0.45272 0.27086 0.03 -0.03 0.10
H -1.99556 0.75854 1.67343 -0.33 -0.17 -0.15
H -0.79949 0.11861 2.74333 0.08 -0.02 -0.28
H -3.57151 0.60622 3.81672 -0.07 0.01 0.08
H -2.01501 0.38914 4.67316 -0.19 -0.12 0.09
H -2.29922 1.83587 3.71654 -0.08 0.08 0.06
C 3.03332 -9.52603 6.87150 -0.03 -0.05 0.05
O 2.26585 -8.96621 7.91567 -0.01 -0.01 -0.11
C 2.39420 -7.56198 8.08195 0.03 0.08 0.18
C 1.19402 -6.79669 7.56613 -0.07 0.00 -0.14
N 1.10658 -6.81895 6.11348 -0.10 -0.21 0.06
C -0.16155 -6.37081 5.54007 0.24 0.14 0.05
C -1.47540 -7.00276 5.98488 -0.16 0.10 0.02
O -1.69808 -8.32390 5.53521 0.05 -0.04 -0.03
C -0.99589 -9.33300 6.23077 -0.07 -0.04 -0.09
H 3.07349 -10.60105 7.03958 -0.01 0.00 0.02
H 2.59065 -9.35534 5.88353 0.04 0.04 -0.01
H 4.05412 -9.13298 6.87237 0.01 0.01 -0.02
H 3.31934 -7.20295 7.61955 -0.03 0.01 -0.08
H 2.46747 -7.38234 9.15765 0.03 0.00 0.00
H 1.28484 -5.75648 7.89644 -0.03 0.01 0.02
H 0.30570 -7.21918 8.05317 0.01 0.02 0.06
H 1.31022 -7.74908 5.77800 -0.02 -0.05 0.01
H -0.08396 -6.51508 4.46463 -0.02 0.05 -0.18
H -0.24257 -5.29046 5.70713 -0.05 0.00 0.03
H -2.27148 -6.40945 5.52790 0.00 0.00 0.00
H -1.62541 -6.93958 7.07070 0.10 -0.07 0.02
H -0.94957 -9.12958 7.30420 0.05 0.02 0.02
H 0.01819 -9.46550 5.84305 0.05 0.02 0.09
H -1.53407 -10.26772 6.07634 -0.02 0.02 0.00
C 3.53270 5.20713 2.27808 0.02 -0.06 0.05
O 2.97772 5.06267 3.56815 -0.04 0.01 -0.11
C 2.52008 6.26112 4.17689 0.05 0.04 0.19
C 1.01084 6.38082 4.16778 -0.10 -0.01 -0.12
N 0.48863 6.61784 2.83013 0.01 -0.21 -0.04
C -0.95131 6.44151 2.66030 0.12 0.19 -0.05
C -1.61305 5.13051 3.07277 -0.16 0.02 0.07
O -1.32066 4.02442 2.24240 0.03 -0.11 0.01
C -0.05419 3.42631 2.45580 -0.08 -0.04 -0.18
H 4.09358 4.29871 2.06395 0.00 -0.01 0.02
H 2.76907 5.32238 1.49960 0.01 0.06 -0.01
H 4.21555 6.06029 2.23095 -0.01 0.02 -0.02
H 2.98845 7.13398 3.71092 -0.05 0.01 -0.07
H 2.84629 6.22415 5.21930 0.03 0.01 -0.01
H 0.72768 7.22091 4.81045 -0.02 -0.01 0.02
H 0.61126 5.46711 4.62642 0.02 0.01 0.06
H 0.97237 6.02636 2.17046 0.02 -0.04 0.00
H -1.16401 6.59032 1.59868 -0.05 0.04 0.01
H -1.45688 7.25132 3.19774 -0.02 -0.03 0.04
H -2.69096 5.28293 2.98085 -0.01 -0.02 0.00
H -1.42397 4.87556 4.12343 0.11 0.01 -0.02
H 0.20483 3.38222 3.51728 0.02 0.07 0.01
H 0.72648 3.94801 1.89810 0.12 -0.03 0.12
H -0.10150 2.40980 2.06522 -0.01 0.01 0.00
C 2.26014 4.28400 -5.28371 0.04 0.01 0.07
O 1.60558 5.26366 -4.50488 0.05 -0.08 -0.01
C 0.20599 5.38118 -4.71850 -0.09 0.18 -0.03
C -0.60827 4.77903 -3.59371 0.01 -0.15 0.06
N -0.52819 3.32572 -3.56882 0.18 0.05 0.11
C -1.02402 2.68105 -2.35471 -0.03 -0.07 -0.21
C -0.47575 3.09658 -0.99417 -0.12 -0.03 0.17
O 0.84927 2.68231 -0.71533 0.04 -0.05 -0.08
C 1.87011 3.43429 -1.33932 0.04 -0.08 0.10
H 3.32584 4.49940 -5.24073 0.03 -0.02 0.00
H 2.11179 3.26884 -4.89827 -0.08 -0.01 -0.06
H 1.93542 4.32237 -6.32716 -0.01 -0.04 -0.01
H -0.07306 4.95017 -5.68527 0.00 -0.09 0.03
H -0.01448 6.45118 -4.75378 0.01 0.00 -0.03
H -1.65427 5.07081 -3.73370 -0.02 0.01 0.03
H -0.26115 5.24117 -2.66043 -0.02 0.06 -0.01
H 0.42456 3.03521 -3.73262 0.05 0.02 0.01
H -0.83960 1.60925 -2.46663 -0.06 -0.02 0.00
H -2.11145 2.81127 -2.32595 -0.01 0.03 0.05
H -1.09116 2.59645 -0.24165 -0.02 0.03 0.02
H -0.58556 4.17147 -0.80411 0.06 0.02 -0.08
H 1.63156 4.50164 -1.36231 -0.02 0.02 -0.05
H 2.07072 3.08661 -2.35622 -0.02 0.09 -0.05
H 2.78047 3.29259 -0.75639 -0.02 0.00 0.02
C 6.95469 8.62301 -10.12527 0.04 0.06 0.03
O 6.28427 9.54005 -9.28741 0.03 -0.12 0.01
C 4.87040 9.56189 -9.41456 -0.10 0.17 -0.02
C 4.16569 8.88147 -8.26017 0.02 -0.15 0.06
N 4.34508 7.43683 -8.27552 0.18 0.07 0.09
C 3.96034 6.73091 -7.05393 -0.05 0.00 -0.24
C 4.54587 7.15694 -5.71082 -0.11 -0.01 0.13
O 5.90891 6.83637 -5.51280 0.04 -0.03 -0.07
C 6.83798 7.67517 -6.16841 0.05 -0.09 0.08
H 8.00493 8.90949 -10.14406 0.00 0.01 0.01
H 6.89271 7.59208 -9.75828 -0.04 -0.01 -0.04
H 6.56416 8.65709 -11.14641 -0.01 -0.02 -0.01
H 4.56374 9.13166 -10.37338 0.00 -0.08 0.02
H 4.57475 10.61408 -9.41150 0.00 0.00 -0.03
H 3.09591 9.10299 -8.33546 -0.02 0.01 0.03
H 4.53267 9.34652 -7.33641 -0.02 0.06 0.00
H 5.30599 7.21904 -8.49493 0.05 0.02 0.02
H 4.21686 5.68030 -7.20872 -0.04 -0.02 0.02
H 2.86887 6.77837 -6.96957 -0.01 0.04 0.07
H 4.00735 6.60070 -4.94167 -0.03 0.02 0.02
H 4.36822 8.21845 -5.49732 0.07 0.04 -0.11
H 6.52293 8.72187 -6.15061 -0.03 0.02 -0.05
H 7.00837 7.36543 -7.20325 -0.03 0.09 -0.04
H 7.78501 7.58777 -5.63677 -0.02 0.00 0.02
```
Forces are in eV/Å.